Record 1
Formula: C40H47CdN5OSSi
Source: the OMol25 dataset
Level of theory: ωB97M-V/def2-TZVPD

- HOMO energy (eV) = -6.56
- energy relative to the best compared isomer or geometry (same formula, charge and spin) (kcal/mol) = 52.9

Structure (ORCA input):
```
! wB97M-V def2-TZVPD RIJCOSX def2/J DEFGRID3
* xyz 0 1
Cd 1.0500 0.6975 0.0845
C 4.8184 -3.0798 1.4022
C 3.6902 -3.0225 0.5947
C 3.2259 -1.8068 0.1233
C 3.8733 -0.6021 0.4393
C 4.9904 -0.6724 1.2823
C 5.4525 -1.8944 1.7473
N 3.2942 0.5798 -0.0198
C 3.9984 1.6714 -0.3696
C 5.4051 1.7018 -0.5957
C 6.0478 2.8526 -0.9720
C 5.3568 4.0623 -1.1604
C 3.9968 4.0666 -0.9991
C 3.3124 2.9003 -0.6267
N 1.9294 2.8466 -0.5458
N 1.2562 3.8854 -0.7000
C -0.1359 3.6249 -0.6679
C -0.9895 4.5426 -0.2253
C -2.4535 4.2639 -0.0775
C -2.8938 2.9436 -0.7433
C -1.7616 2.1045 -1.2479
N -0.5239 2.3580 -1.1618
H 5.1860 -4.0278 1.7716
H 3.1635 -3.9334 0.3342
H 2.3312 -1.7569 -0.4887
H 5.4765 0.2392 1.6026
H 6.3141 -1.9167 2.4035
H 5.9737 0.7897 -0.4916
H 7.1181 2.8193 -1.1392
H 5.8852 4.9598 -1.4500
H 3.4133 4.9612 -1.1709
H -0.6023 5.4981 0.1080
H -3.0220 5.0943 -0.5006
H -3.5831 3.1283 -1.5710
H -2.0335 1.1366 -1.6658
C -0.0418 -0.0463 1.8108
Si -1.8682 0.1044 1.9217
C -2.6551 -1.3813 1.0139
N -1.8858 -1.9288 -0.1078
C -1.5815 -3.3455 0.0120
C -2.7593 -4.2568 -0.3404
C -3.3991 -3.8172 -1.6760
C -2.5579 -2.7449 -2.3641
C -2.3704 -1.5466 -1.4356
C -2.4859 -0.1034 3.6995
C -3.5654 0.5967 4.2391
C -4.0125 0.3493 5.5320
C -3.3824 -0.6048 6.3159
C -2.3029 -1.3118 5.8017
C -1.8662 -1.0612 4.5095
C -2.5677 1.7779 1.3925
C -2.1644 2.9157 1.9605
C -2.8293 4.1781 1.4532
C -4.3249 3.9925 1.4948
C -4.7416 2.8822 0.8999
C -3.6297 2.0418 0.3272
H 0.2160 -1.1108 1.8348
H 0.4414 0.4236 2.6728
H -3.7090 -1.2007 0.7452
H -2.6994 -2.1393 1.8044
H -1.2339 -3.5351 1.0286
H -0.7312 -3.5771 -0.6377
H -3.4999 -4.2155 0.4610
H -2.4133 -5.2921 -0.3920
H -4.3925 -3.3989 -1.4912
H -3.5430 -4.6722 -2.3383
H -3.0381 -2.4077 -3.2852
H -1.5857 -3.1556 -2.6570
H -3.3480 -1.0524 -1.3340
H -1.6881 -0.8251 -1.8946
H -4.0629 1.3557 3.6453
H -4.8525 0.9071 5.9279
H -3.7264 -0.7949 7.3249
H -1.8005 -2.0540 6.4098
H -1.0139 -1.6139 4.1255
H -1.3969 2.9696 2.7245
H -2.4931 5.0738 1.9723
H -4.9774 4.7316 1.9400
H -5.7791 2.5925 0.7991
H -3.9921 1.1300 -0.1466
C 1.4829 -3.4692 -4.4460
C 1.4468 -2.6880 -3.1421
S 0.8201 -1.0116 -3.3710
O 0.7505 -0.4184 -1.9971
C 2.2436 -0.2497 -4.1853
C 3.5337 -0.3186 -3.3861
H 1.8414 -4.4809 -4.2606
H 2.1559 -3.0141 -5.1728
H 0.4916 -3.5365 -4.8960
H 2.4166 -2.6328 -2.6490
H 0.7357 -3.1172 -2.4331
H 1.9226 0.7821 -4.3371
H 2.3143 -0.7170 -5.1695
H 3.3524 -0.0687 -2.3398
H 4.2483 0.4018 -3.7840
H 3.9950 -1.3046 -3.4334
*
```

=====

Record 2
Formula: C29H27N9O3S2Sc
Source: the OMol25 dataset
Level of theory: ωB97M-V/def2-TZVPD

- HOMO energy (eV) = -9.54
- energy relative to the best compared isomer or geometry (same formula, charge and spin) (kcal/mol) = 21.2

Structure (ORCA input):
```
! wB97M-V def2-TZVPD RIJCOSX def2/J DEFGRID3
* xyz 1 1
Sc -0.7824 -0.4953 -0.5824
C -2.6743 -1.9394 1.7438
O -1.3986 -1.8355 1.1167
C -0.3207 -2.2710 1.8777
C -0.4291 -3.0015 3.0510
C 0.7117 -3.4191 3.7227
C 1.9738 -3.1100 3.2425
C 2.0982 -2.3931 2.0737
C 0.9642 -1.9760 1.3716
N 1.0419 -1.3267 0.1479
N 2.2276 -1.1660 -0.3376
C 2.4099 -0.8621 -1.6212
C 1.3218 -0.9913 -2.5565
O 0.1196 -1.1955 -2.1666
C 1.6361 -1.0032 -3.9480
C 2.8935 -0.7626 -4.3958
C 3.9800 -0.5644 -3.4985
C 5.2859 -0.3372 -3.9638
C 6.3312 -0.1849 -3.0867
C 6.1016 -0.2763 -1.7136
C 4.8310 -0.4866 -1.2291
C 3.7467 -0.6295 -2.1040
H -2.9350 -2.9836 1.9410
H -2.6845 -1.3705 2.6784
H -3.4072 -1.5185 1.0547
H -1.3880 -3.2628 3.4680
H 0.6055 -3.9904 4.6322
H 2.8556 -3.4249 3.7774
H 3.0630 -2.1319 1.6696
H 0.8165 -1.1784 -4.6266
H 3.0896 -0.7260 -5.4580
H 5.4582 -0.2877 -5.0292
H 7.3337 -0.0115 -3.4518
H 6.9326 -0.1879 -1.0312
H 4.6499 -0.5561 -0.1677
O -0.2591 0.8948 0.6953
N 0.4621 1.9631 0.4233
C 1.1996 2.5102 1.4002
C 1.9738 3.6177 1.1691
C 2.0020 4.1729 -0.1129
C 1.2358 3.6085 -1.1005
C 0.4379 2.4872 -0.8355
S -0.5636 1.7643 -1.9994
H 1.1232 2.0090 2.3558
H 2.5476 4.0392 1.9756
H 2.6144 5.0346 -0.3231
H 1.2204 3.9942 -2.1072
N -4.8164 1.4307 -0.6904
C -4.4990 2.0615 0.4786
C -3.2984 1.5451 0.8817
N -2.8854 0.6138 -0.0116
C -3.8114 0.5610 -0.9604
C -3.6115 -0.3663 -2.0377
N -2.5923 -1.2169 -1.9537
C -2.6119 -1.9435 -3.0992
C -3.6494 -1.5316 -3.8853
N -4.2835 -0.5362 -3.2020
H -5.6432 1.6187 -1.2361
H -5.1440 2.7962 0.9114
H -2.7025 1.7700 1.7440
H -1.8754 -2.6986 -3.2797
H -3.9719 -1.8537 -4.8510
H -5.0666 -0.0066 -3.5527
N -3.1488 0.8301 5.0592
C -2.1541 1.4559 4.3895
N -2.3687 2.7565 4.0703
S -0.8153 0.6356 3.8831
H -3.9173 1.3478 5.4518
H -2.9339 -0.0634 5.4664
H -3.0646 3.2764 4.5818
H -1.5906 3.2762 3.6994
*
```

=====

What did the second record say?
Formula: C29H27N9O3S2Sc
Source: the OMol25 dataset
Level of theory: ωB97M-V/def2-TZVPD

- HOMO energy (eV) = -9.54
- energy relative to the best compared isomer or geometry (same formula, charge and spin) (kcal/mol) = 21.2

Structure (ORCA input):
```
! wB97M-V def2-TZVPD RIJCOSX def2/J DEFGRID3
* xyz 1 1
Sc -0.7824 -0.4953 -0.5824
C -2.6743 -1.9394 1.7438
O -1.3986 -1.8355 1.1167
C -0.3207 -2.2710 1.8777
C -0.4291 -3.0015 3.0510
C 0.7117 -3.4191 3.7227
C 1.9738 -3.1100 3.2425
C 2.0982 -2.3931 2.0737
C 0.9642 -1.9760 1.3716
N 1.0419 -1.3267 0.1479
N 2.2276 -1.1660 -0.3376
C 2.4099 -0.8621 -1.6212
C 1.3218 -0.9913 -2.5565
O 0.1196 -1.1955 -2.1666
C 1.6361 -1.0032 -3.9480
C 2.8935 -0.7626 -4.3958
C 3.9800 -0.5644 -3.4985
C 5.2859 -0.3372 -3.9638
C 6.3312 -0.1849 -3.0867
C 6.1016 -0.2763 -1.7136
C 4.8310 -0.4866 -1.2291
C 3.7467 -0.6295 -2.1040
H -2.9350 -2.9836 1.9410
H -2.6845 -1.3705 2.6784
H -3.4072 -1.5185 1.0547
H -1.3880 -3.2628 3.4680
H 0.6055 -3.9904 4.6322
H 2.8556 -3.4249 3.7774
H 3.0630 -2.1319 1.6696
H 0.8165 -1.1784 -4.6266
H 3.0896 -0.7260 -5.4580
H 5.4582 -0.2877 -5.0292
H 7.3337 -0.0115 -3.4518
H 6.9326 -0.1879 -1.0312
H 4.6499 -0.5561 -0.1677
O -0.2591 0.8948 0.6953
N 0.4621 1.9631 0.4233
C 1.1996 2.5102 1.4002
C 1.9738 3.6177 1.1691
C 2.0020 4.1729 -0.1129
C 1.2358 3.6085 -1.1005
C 0.4379 2.4872 -0.8355
S -0.5636 1.7643 -1.9994
H 1.1232 2.0090 2.3558
H 2.5476 4.0392 1.9756
H 2.6144 5.0346 -0.3231
H 1.2204 3.9942 -2.1072
N -4.8164 1.4307 -0.6904
C -4.4990 2.0615 0.4786
C -3.2984 1.5451 0.8817
N -2.8854 0.6138 -0.0116
C -3.8114 0.5610 -0.9604
C -3.6115 -0.3663 -2.0377
N -2.5923 -1.2169 -1.9537
C -2.6119 -1.9435 -3.0992
C -3.6494 -1.5316 -3.8853
N -4.2835 -0.5362 -3.2020
H -5.6432 1.6187 -1.2361
H -5.1440 2.7962 0.9114
H -2.7025 1.7700 1.7440
H -1.8754 -2.6986 -3.2797
H -3.9719 -1.8537 -4.8510
H -5.0666 -0.0066 -3.5527
N -3.1488 0.8301 5.0592
C -2.1541 1.4559 4.3895
N -2.3687 2.7565 4.0703
S -0.8153 0.6356 3.8831
H -3.9173 1.3478 5.4518
H -2.9339 -0.0634 5.4664
H -3.0646 3.2764 4.5818
H -1.5906 3.2762 3.6994
*
```

=====

Q: Look up the HOMO energy of the first one.
A: -6.56 eV

=====

Q: Which of these has the lowest HOMO energy?
A: C29H27N9O3S2Sc